Molecular formula: C3H10N2
Method: DFT, ωB97M-V/def2-TZVPD

Element x y z (Å)
C1 -1.83 0.31 -1.13
C2 -1.18 0.31 0.22
N1 0.26 0.49 0.10
C3 1.41 0.02 0.82
N2 2.17 -0.98 0.12
H1 -2.94 0.21 -1.16
H2 -1.55 1.28 -1.58
H3 -1.42 -0.44 -1.80
H4 -1.30 -0.69 0.80
H5 -1.61 0.97 1.02
H6 0.46 1.13 -0.66
H7 1.97 0.96 1.00
H8 1.04 -0.37 1.78
H9 2.91 -1.43 0.67
H10 1.62 -1.78 -0.19

Summary:
Gap between HOMO and LUMO (alpha / beta) ... 2.71 / 8.93 eV
Relative energy (zero: lowest compared OMol25 entry of this formula, charge and spin) ... 26.3 kcal/mol
2S+1 ... 2
Total charge ... -1
Expectation value of S² ... 0.75
Total energy ... -6250.8626 eV